C9H12GdN2O4S as an isolated structure at a distorted geometry. Source: OMol25; level of theory: ωB97M-V with the def2-TZVPD basis set.

Structure (ORCA input):
```
! RIJCOSX wB97M-V def2-TZVPD def2/J DEFGRID3
* xyz 3 8
O 0.194 -3.234 -3.192
C 0.191 -2.098 -3.211
Gd 0.215 -0.007 -2.660
O -2.588 -0.030 -4.768
C -1.565 -0.026 -4.246
C 1.914 0.016 -4.214
O 2.914 0.024 -4.777
C 0.154 2.090 -3.213
O 0.125 3.227 -3.186
C 1.300 1.990 2.279
C -0.115 1.574 2.045
N -0.315 1.288 0.615
C -0.869 0.139 0.047
S -1.899 0.311 -1.336
N -0.769 -1.138 0.631
C 0.180 -1.613 1.643
C -0.569 -2.132 2.828
H 2.004 1.204 2.001
H 1.436 2.202 3.351
H 1.556 2.899 1.726
H -0.416 0.708 2.622
H -0.807 2.400 2.317
H -0.319 2.080 0.012
H -1.344 -1.815 0.201
H 0.769 -2.426 1.170
H 0.872 -0.814 1.877
H -1.219 -2.973 2.565
H 0.150 -2.489 3.581
H -1.182 -1.357 3.291
*
```

## Properties
HOMO energy (spin up / spin down) (eV): -20.478 / -20.439
Expectation value of S²: 16.06
E (hartree): -1923.2045
Orbital gap (spin up / spin down) (Eh): 0.2379 / 0.2072

Table of Löwdin atomic charges, one value per atom, all in e: 0.30, -0.09, 1.08, 0.26, -0.08, -0.02, 0.27, -0.11, 0.29, -0.06, -0.20, 0.04, -0.68, 0.84, 0.06, -0.22, -0.05, 0.08, 0.12, 0.10, 0.11, 0.16, 0.12, 0.12, 0.15, 0.10, 0.10, 0.12, 0.09